The following is a DFT calculation (the ωB97M-V functional and the def2-TZVPD basis) of C49H57IrN3O6Se2 as an isolated structure.

Element x y z (Å)
Ir -0.013 0.148 0.438
C -0.697 -7.303 -2.603
C -1.688 -6.174 -2.323
C -2.489 -5.895 -3.605
C -2.643 -6.628 -1.207
C -1.002 -4.888 -1.887
C -1.797 -3.778 -1.538
C -1.228 -2.607 -1.130
Se -2.354 -1.261 -0.367
C -2.697 0.136 -1.630
C -3.937 0.089 -2.252
C -4.420 1.187 -2.940
C -3.623 2.333 -2.922
C -2.396 2.436 -2.280
C -1.885 1.284 -1.631
O -0.703 1.322 -1.053
C -1.653 3.779 -2.204
C -2.405 4.903 -2.926
C -0.258 3.677 -2.829
C -1.507 4.193 -0.733
C -5.789 1.127 -3.615
C -6.859 0.807 -2.562
C -5.785 0.026 -4.684
C -6.161 2.449 -4.287
C 0.199 -2.473 -1.052
O 0.753 -1.384 -0.695
C 1.028 -3.616 -1.377
C 0.387 -4.768 -1.787
C 2.536 -3.553 -1.187
C 3.199 -4.905 -1.465
C 2.857 -3.164 0.268
C 3.140 -2.528 -2.155
H -1.248 -8.197 -2.899
H -0.111 -7.553 -1.718
H -0.013 -7.052 -3.414
H -3.003 -6.804 -3.923
H -1.830 -5.573 -4.412
H -3.239 -5.120 -3.451
H -3.092 -7.585 -1.477
H -3.449 -5.913 -1.045
H -2.108 -6.753 -0.265
H -2.876 -3.842 -1.581
H -4.520 -0.821 -2.175
H -3.999 3.209 -3.422
H -2.506 4.708 -3.996
H -1.837 5.828 -2.811
H -3.396 5.071 -2.503
H -0.304 3.254 -3.835
H 0.388 3.059 -2.211
H 0.189 4.671 -2.899
H -2.483 4.255 -0.248
H -1.033 5.176 -0.675
H -0.889 3.484 -0.183
H -6.702 -0.176 -2.117
H -7.853 0.816 -3.015
H -6.840 1.547 -1.760
H -5.559 -0.948 -4.250
H -5.036 0.236 -5.449
H -6.762 -0.039 -5.168
H -6.206 3.268 -3.566
H -7.145 2.358 -4.748
H -5.450 2.717 -5.070
H 0.990 -5.625 -2.032
H 2.837 -5.684 -0.792
H 4.272 -4.802 -1.304
H 3.051 -5.232 -2.496
H 2.383 -3.854 0.970
H 2.530 -2.155 0.507
H 3.937 -3.209 0.419
H 2.948 -2.814 -3.191
H 4.220 -2.486 -2.005
H 2.737 -1.536 -1.986
O 4.258 0.524 1.447
C 3.165 0.701 0.903
O 2.034 0.767 1.467
C 3.170 0.906 -0.607
C 4.366 1.041 -1.304
C 4.314 1.211 -2.675
C 3.077 1.198 -3.308
C 1.942 1.034 -2.532
N 1.988 0.925 -1.208
H 5.294 0.997 -0.753
H 5.223 1.330 -3.251
H 2.991 1.314 -4.379
H 0.956 0.981 -2.979
Se -0.406 -3.650 3.355
C -0.132 -2.137 2.495
N 0.048 -1.133 1.925
C 4.493 2.071 4.639
O 3.152 2.448 4.313
C 2.169 1.591 4.568
C 2.312 0.336 5.141
C 1.185 -0.381 5.478
C -0.112 0.152 5.285
C -0.287 1.368 4.706
C 0.847 2.104 4.267
N 0.779 3.289 3.669
C -0.371 4.015 3.277
C -1.516 3.535 2.654
C -2.678 4.367 2.670
C -3.881 3.942 2.184
C -3.991 2.642 1.658
C -2.878 1.838 1.556
C -1.604 2.278 1.943
O -0.481 1.657 1.719
H 4.566 1.831 5.700
H 5.100 2.944 4.420
H 4.794 1.229 4.017
H 3.293 -0.078 5.314
H 1.290 -1.365 5.914
H -0.972 -0.430 5.588
H -1.271 1.781 4.553
H 1.676 3.732 3.518
H -0.320 5.062 3.545
H -2.589 5.348 3.122
H -4.746 4.590 2.230
H -4.949 2.270 1.318
H -2.965 0.848 1.146

Output
- ΔE to the lowest compared entry with this formula, charge and spin: 21.4 kJ/mol
- Molecular weight: 1134.15 g mol⁻¹
- <S²>: 8.844
- HOMO (alpha / beta): -6.3 / -7.3 eV
- DFT total energy: -7424.16785 hartree
- 2S+1: 6
- Frontier orbital gap (alpha / beta): 6.803 / 4.641 eV

***

The following is a DFT calculation (the ωB97M-V functional and the def2-TZVPD basis) of C49H58P2PdSi4Te as an isolated structure.

Element x y z (Å)
Pd -0.731 -0.167 -0.476
C 3.266 -2.437 -5.080
C 2.760 -1.262 -5.616
C 1.753 -0.569 -4.958
C 1.252 -1.047 -3.748
C 1.765 -2.228 -3.218
C 2.763 -2.923 -3.882
P -0.128 -0.269 -2.841
C -0.313 1.345 -3.671
C 0.748 2.247 -3.572
C 0.691 3.475 -4.211
C -0.440 3.826 -4.937
C -1.518 2.956 -4.997
C -1.457 1.719 -4.368
C -1.558 -1.245 -3.381
C -1.737 -1.675 -4.670
C -2.902 -2.376 -5.029
C -3.860 -2.628 -4.090
C -3.699 -2.227 -2.743
C -4.673 -2.521 -1.763
C -4.460 -2.162 -0.468
C -3.271 -1.503 -0.081
C -2.312 -1.185 -1.007
C -2.513 -1.537 -2.373
H 4.050 -2.974 -5.597
H 3.144 -0.883 -6.554
H 1.359 0.340 -5.392
H 1.371 -2.604 -2.279
H 3.149 -3.841 -3.460
H 1.638 1.974 -3.015
H 1.530 4.155 -4.145
H -0.486 4.782 -5.441
H -2.412 3.235 -5.538
H -2.296 1.038 -4.441
H -0.978 -1.468 -5.416
H -3.037 -2.708 -6.050
H -4.763 -3.162 -4.362
H -5.574 -3.044 -2.057
H -5.192 -2.393 0.295
H -3.139 -1.258 0.963
C -3.936 5.387 -2.313
C -4.700 4.647 -1.424
C -4.119 3.637 -0.672
C -2.762 3.348 -0.803
C -2.005 4.086 -1.713
C -2.586 5.103 -2.451
P -1.899 2.022 0.135
C -0.401 2.934 0.628
C -0.425 4.102 1.390
C 0.736 4.831 1.582
C 1.924 4.421 0.988
C 1.957 3.269 0.220
C 0.799 2.521 0.054
C -2.897 1.778 1.632
C -2.375 1.952 2.911
C -3.138 1.642 4.028
C -4.428 1.158 3.882
C -4.950 0.963 2.610
C -4.185 1.258 1.494
H -4.389 6.182 -2.890
H -5.753 4.864 -1.302
H -4.727 3.097 0.040
H -0.951 3.872 -1.840
H -1.979 5.674 -3.142
H -1.360 4.446 1.816
H 0.714 5.733 2.179
H 2.826 5.002 1.127
H 2.879 2.947 -0.247
H 0.832 1.621 -0.569
H -1.359 2.300 3.043
H -2.713 1.770 5.015
H -5.020 0.918 4.755
H -5.949 0.565 2.485
H -4.584 1.052 0.508
C 3.075 -0.364 -0.243
Si 3.363 -1.889 0.831
C 3.082 -3.440 -0.192
C 5.152 -1.897 1.415
Si 1.849 -1.920 2.596
Te -0.512 -1.541 1.814
Si 1.829 -4.041 3.595
C 1.164 -5.332 2.402
C 3.560 -4.553 4.141
C 0.706 -3.998 5.104
Si 2.154 -0.271 4.236
C 3.723 -0.585 5.234
C 0.691 -0.255 5.420
C 2.261 1.432 3.446
H 3.917 -0.176 -0.913
H 2.921 0.520 0.379
H 2.181 -0.508 -0.857
H 3.546 -3.360 -1.176
H 2.008 -3.609 -0.309
H 3.503 -4.313 0.309
H 5.839 -1.975 0.570
H 5.341 -2.740 2.081
H 5.397 -0.983 1.960
H 1.844 -5.499 1.568
H 0.205 -5.007 1.995
H 1.017 -6.286 2.912
H 4.201 -4.749 3.279
H 3.516 -5.467 4.736
H 4.040 -3.782 4.745
H -0.262 -3.563 4.851
H 1.144 -3.404 5.907
H 0.538 -5.007 5.487
H 3.648 -1.528 5.779
H 3.897 0.206 5.967
H 4.602 -0.642 4.590
H 0.772 -1.041 6.171
H -0.244 -0.392 4.876
H 0.643 0.704 5.943
H 3.071 1.501 2.719
H 2.428 2.198 4.208
H 1.323 1.663 2.934

Output
- ΔE to the lowest compared entry with this formula, charge and spin: 32.6 kJ/mol
- Molecular weight: 1055.31 g mol⁻¹
- HOMO (alpha / beta): -6.4 / -6.4 eV
- DFT total energy: -4138.71203 hartree
- Frontier orbital gap (alpha / beta): 5.928 / 5.929 eV